# 1
Below is a 2-piece molecular cluster, CH4INOS overall in a non-equilibrium geometry, with properties calculated with wB97M-V/def2-TZVPD.

highest occupied orbital energy (alpha / beta) = -7.943 / -6.761 eV
largest force on an atom = 3.68 eV Å⁻¹
ΔE to the lowest compared entry with this formula, charge and spin = 41.3 kcal per mole
Kohn-Sham gap (alpha / beta) = 7.857 / 5.838 eV
electronic energy = -23572.3256 eV

Geometry (Å):
C: -0.865 0.122 -0.056
N: -1.314 -1.149 0.044
O: 1.877 2.337 0.599
S: 1.703 1.343 -0.434
I: 2.625 -0.808 0.042
H: -0.130 0.637 0.492
H: -1.004 0.728 -0.988
H: -1.079 -1.555 0.910
H: -1.812 -1.654 -0.610

Atoms 1-2, force components in eV/Å:
-1.1 0.8 -3.1
2.0 2.6 1.6

***

# 2
Below is a 22-piece molecular cluster, C57H158O31 overall in a non-equilibrium geometry, with properties calculated with wB97M-V/def2-TZVPD.

highest occupied orbital energy = -9.316 eV
largest force on an atom = 4.20 eV Å⁻¹
Kohn-Sham gap = 9.351 eV
electronic energy = -125138.4396 eV

Geometry (Å):
C: 19.186 12.484 -11.781
C: 17.826 12.431 -12.439
C: 16.970 11.141 -12.199
O: 17.103 13.398 -11.762
H: 19.621 13.464 -11.978
H: 19.921 11.755 -12.121
H: 19.112 12.336 -10.704
H: 17.878 12.679 -13.499
H: 16.815 11.021 -11.127
H: 17.531 10.232 -12.417
H: 16.052 11.086 -12.785
H: 17.742 14.114 -11.726
C: 13.624 12.437 -11.743
C: 13.902 12.040 -10.246
C: 13.972 10.516 -9.961
O: 15.114 12.527 -9.876
H: 14.395 12.082 -12.427
H: 13.528 13.517 -11.855
H: 12.695 12.001 -12.111
H: 13.137 12.376 -9.546
H: 12.992 10.116 -10.220
H: 14.156 10.311 -8.907
H: 14.622 9.996 -10.665
H: 15.633 12.642 -10.676
C: 11.023 16.116 -12.771
C: 10.572 14.769 -13.430
C: 10.141 13.731 -12.295
O: 9.519 14.921 -14.307
H: 11.865 15.911 -12.110
H: 10.267 16.516 -12.095
H: 11.294 16.829 -13.549
H: 11.416 14.322 -13.955
H: 10.028 12.793 -12.839
H: 9.153 14.008 -11.928
H: 10.847 13.697 -11.466
H: 9.516 14.245 -14.989
C: 12.299 18.810 -2.002
C: 13.178 17.591 -2.311
C: 12.869 16.449 -1.323
O: 12.984 17.121 -3.644
H: 11.303 18.441 -1.762
H: 12.284 19.559 -2.794
H: 12.591 19.333 -1.092
H: 14.214 17.911 -2.205
H: 12.996 16.753 -0.284
H: 13.504 15.602 -1.583
H: 11.788 16.312 -1.359
H: 13.333 17.673 -4.347
C: 16.423 17.052 -4.847
C: 16.218 18.536 -4.499
C: 17.137 19.501 -5.282
O: 14.860 18.833 -4.840
H: 15.562 16.500 -4.470
H: 17.387 16.721 -4.461
H: 16.328 17.072 -5.932
H: 16.320 18.754 -3.436
H: 16.964 20.519 -4.934
H: 16.931 19.464 -6.352
H: 18.201 19.298 -5.164
H: 14.803 19.228 -5.714
C: 8.889 14.793 -8.377
C: 9.771 13.666 -7.671
C: 9.022 12.739 -6.670
O: 10.401 12.873 -8.621
H: 9.494 15.466 -8.985
H: 8.435 15.407 -7.599
H: 8.076 14.440 -9.011
H: 10.608 14.129 -7.148
H: 8.541 13.356 -5.911
H: 9.718 12.090 -6.137
H: 8.380 11.987 -7.129
H: 10.850 13.519 -9.170
C: 15.827 12.715 -6.385
C: 14.403 13.252 -6.597
C: 13.830 14.062 -5.429
O: 14.510 14.069 -7.760
H: 15.912 11.863 -5.710
H: 16.552 13.442 -6.019
H: 16.334 12.363 -7.283
H: 13.701 12.442 -6.795
H: 14.444 14.961 -5.369
H: 13.870 13.504 -4.494
H: 12.783 14.345 -5.536
H: 14.683 13.443 -8.467
C: 10.542 17.947 -16.882
C: 10.421 19.256 -16.115
C: 11.637 19.533 -15.189
O: 10.264 20.394 -16.965
H: 9.944 17.950 -17.793
H: 10.188 17.099 -16.296
H: 11.581 17.872 -17.203
H: 9.604 19.091 -15.412
H: 11.501 20.496 -14.696
H: 12.595 19.637 -15.698
H: 11.740 18.774 -14.414
H: 9.335 20.459 -17.199
C: 11.408 22.043 -10.346
C: 10.518 20.885 -10.014
C: 10.668 19.626 -10.926
O: 10.505 20.537 -8.657
H: 11.426 22.116 -11.433
H: 12.448 21.915 -10.047
H: 11.154 22.987 -9.864
H: 9.512 21.263 -10.199
H: 10.615 19.784 -12.003
H: 9.814 19.014 -10.636
H: 11.575 19.054 -10.730
H: 10.008 19.717 -8.612
C: 12.063 10.996 -4.782
C: 11.806 10.206 -6.090
C: 12.807 9.053 -6.343
O: 10.535 9.666 -6.122
H: 11.810 10.399 -3.906
H: 11.451 11.882 -4.610
H: 13.140 11.131 -4.684
H: 11.905 10.879 -6.942
H: 13.782 9.486 -6.567
H: 12.424 8.475 -7.184
H: 12.870 8.418 -5.460
H: 10.253 9.787 -7.031
C: 11.384 21.108 -5.303
C: 11.737 22.430 -6.029
C: 12.880 23.178 -5.280
O: 12.174 22.133 -7.268
H: 12.290 20.547 -5.070
H: 10.789 20.421 -5.905
H: 10.873 21.306 -4.361
H: 10.849 23.045 -6.175
H: 12.970 24.214 -5.605
H: 13.881 22.750 -5.223
H: 12.527 23.325 -4.260
H: 11.537 21.529 -7.656
C: 9.081 7.962 -9.401
C: 9.936 9.204 -9.629
C: 9.888 9.827 -11.036
O: 9.490 10.096 -8.645
H: 9.161 7.417 -10.342
H: 8.056 8.207 -9.120
H: 9.602 7.363 -8.654
H: 10.976 8.931 -9.451
H: 8.950 10.088 -11.526
H: 10.476 9.173 -11.680
H: 10.395 10.791 -11.053
H: 9.606 11.013 -8.905
C: 6.751 17.349 -14.865
C: 7.294 17.779 -13.475
C: 6.439 18.699 -12.639
O: 7.463 16.647 -12.700
H: 6.756 18.264 -15.456
H: 5.754 16.911 -14.824
H: 7.432 16.607 -15.283
H: 8.251 18.271 -13.649
H: 5.556 18.268 -12.167
H: 6.029 19.431 -13.335
H: 7.051 19.139 -11.851
H: 8.114 16.093 -13.138
C: 15.003 14.175 -14.464
C: 14.613 12.906 -15.280
O: 15.641 11.918 -15.445
O: 14.004 15.197 -14.458
H: 15.877 14.655 -14.905
H: 15.224 14.012 -13.410
H: 14.157 13.196 -16.226
H: 13.937 12.355 -14.626
H: 15.317 11.103 -15.835
H: 14.209 15.893 -13.829
C: 15.253 20.973 -8.278
C: 15.565 22.398 -7.903
O: 14.476 23.166 -8.297
O: 14.536 20.354 -7.197
H: 16.223 20.508 -8.449
H: 14.716 20.828 -9.215
H: 16.459 22.823 -8.360
H: 15.711 22.525 -6.831
H: 13.643 22.895 -7.903
H: 13.743 20.885 -7.089
C: 15.248 17.056 -11.204
C: 15.181 18.454 -10.583
O: 16.247 19.270 -11.094
O: 14.889 17.095 -12.554
H: 14.547 16.419 -10.664
H: 16.269 16.677 -11.151
H: 15.316 18.298 -9.512
H: 14.228 18.977 -10.650
H: 17.077 18.817 -10.929
H: 15.631 17.454 -13.046
C: 12.147 16.474 -9.192
C: 12.797 16.879 -7.877
O: 14.206 16.712 -7.904
O: 12.239 15.090 -9.455
H: 12.594 17.115 -9.952
H: 11.094 16.725 -9.319
H: 12.329 16.336 -7.056
H: 12.632 17.936 -7.667
H: 14.410 15.780 -7.790
H: 13.114 14.792 -9.715
C: 14.871 20.887 -13.758
C: 16.034 21.445 -14.338
O: 17.264 20.768 -13.948
O: 14.798 21.200 -12.345
H: 15.001 19.813 -13.893
H: 13.926 21.193 -14.206
H: 16.102 22.512 -14.123
H: 15.974 21.332 -15.420
H: 18.033 21.315 -14.123
H: 15.212 20.494 -11.843
C: 9.569 16.452 -4.488
C: 8.826 17.728 -4.172
O: 8.320 18.346 -5.323
O: 10.053 15.796 -3.288
H: 10.423 16.541 -5.159
H: 8.863 15.791 -4.990
H: 9.317 18.379 -3.448
H: 7.878 17.566 -3.659
H: 8.064 19.243 -5.095
H: 10.963 16.083 -3.185
C: 7.589 18.608 -8.788
C: 6.725 19.934 -8.692
O: 6.072 19.961 -7.440
O: 8.810 18.656 -8.041
H: 7.860 18.366 -9.816
H: 7.109 17.798 -8.238
H: 5.986 20.051 -9.485
H: 7.432 20.764 -8.689
H: 5.373 19.303 -7.414
H: 8.544 18.662 -7.118
C: 18.703 15.084 -8.788
C: 17.402 15.658 -8.193
O: 17.291 17.059 -8.263
O: 18.836 15.340 -10.195
H: 18.748 14.016 -8.575
H: 19.567 15.541 -8.305
H: 17.214 15.257 -7.198
H: 16.566 15.361 -8.826
H: 16.364 17.263 -8.123
H: 19.073 16.265 -10.295
C: 19.179 19.903 -9.092
C: 19.720 19.082 -10.318
O: 18.678 18.309 -10.915
O: 19.020 19.069 -7.957
H: 18.370 20.613 -9.264
H: 19.990 20.594 -8.865
H: 20.573 18.460 -10.047
H: 20.089 19.800 -11.050
H: 19.014 18.209 -11.809
H: 18.451 18.310 -8.103

Atoms 1-2, force components in eV/Å:
0.9 -0.9 -0.3
-0.6 -2.2 0.2

***

# 3
Below is a 2-piece molecular cluster, CH2NO4PS overall in a non-equilibrium geometry, with properties calculated with wB97M-V/def2-TZVPD.

highest occupied orbital energy (alpha / beta) = -0.570 / -0.569 eV
largest force on an atom = 2.69 eV Å⁻¹
total charge = -2
ΔE to the lowest compared entry with this formula, charge and spin = 80.9 kcal per mole
Kohn-Sham gap (alpha / beta) = 6.373 / 6.373 eV
electronic energy = -30873.9668 eV

Geometry (Å):
C: 2.227 0.866 0.119
N: 1.324 0.199 -0.449
O: -0.830 -1.556 -0.477
O: -1.972 -0.529 1.573
O: 2.537 1.946 0.615
O: -3.244 -0.785 -0.653
P: -1.966 -0.516 0.076
S: -1.141 1.353 -0.595
H: 3.085 0.061 0.108
H: -0.021 -1.040 -0.316

Atoms 1-2, force components in eV/Å:
1.6 0.3 0.6
-2.6 -0.1 -0.8

***

Q: Look up the electronic energy of the first one.
A: -23572.3256 eV

***

Q: largest force on an atom of number 3 (CH2NO4PS)?
A: 2.69 eV Å⁻¹

***

Q: Among the records above, which one has the highest electronic energy?
A: CH4INOS

***

Q: largest force on an atom of number 3 (CH2NO4PS)?
A: 2.69 eV Å⁻¹